(1)
# C5H31NO12

11 unconnected molecules or ions with the total composition C5H31NO12 in a non-equilibrium geometry (the ωB97M-V functional and the def2-TZVPD basis, the Open Molecules 2025 dataset).

The geometry in ORCA input format:
```
! RIJCOSX wB97M-V def2-TZVPD def2/J DEFGRID3
* xyz 0 1
O 0.38703 -2.35686 -1.62985
O 2.02658 -1.29857 -3.49754
O 0.85262 0.54102 3.35095
O 1.05399 2.19661 0.82465
O -0.20553 0.01645 -4.07369
O 1.68937 -3.93257 0.26359
O -1.59189 -1.04225 3.67612
O 3.40785 0.83971 -0.11915
O -2.51011 2.94888 -0.50795
O 2.55448 -1.23344 1.53872
O 1.51017 1.38386 -2.18245
O -0.74053 3.71128 1.71844
N -1.50721 -2.22303 0.55385
C -3.07093 1.66121 -0.18621
C -1.63221 -1.46409 -0.64370
C -0.68254 -1.88382 -1.87051
C -1.12739 -0.03128 -0.26082
C -2.13869 0.73429 0.56187
H -2.67280 -1.46409 -1.08291
H 1.59548 -1.25553 1.47090
H 4.24854 1.18150 0.26213
H -0.53350 -2.19714 0.85403
H 2.73550 1.43345 0.21689
H -1.78920 2.74935 -1.11243
H 0.85832 1.93428 1.71552
H 1.78240 0.41098 3.21340
H 2.26754 -3.47373 0.89941
H -1.65163 1.19640 1.41386
H 0.18089 -0.10742 3.38478
H 1.04114 3.13216 0.83997
H 0.66823 -0.37788 -4.01364
H -3.88034 1.99919 0.45228
H 1.89026 -2.27343 -3.43594
H 1.48622 1.55921 -1.23436
H -0.06934 -0.24784 0.11701
H -1.53545 -1.95930 3.36872
H 2.40641 0.94566 -2.17041
H -0.79816 -1.54320 -2.89653
H -0.75845 0.57009 -1.14904
H -0.15305 0.75593 -3.46362
H 2.95095 -0.58935 0.93212
H 1.79539 -3.57285 -0.60722
H -1.76502 -3.22024 0.50150
H 2.48470 -1.11440 -2.67205
H -2.73580 -0.07056 0.97858
H -3.54534 1.24307 -1.05755
H -0.94566 3.04284 2.45971
H -1.49666 3.48431 1.16040
H -2.33665 -0.73885 3.13816
*
```

Computed properties:
HOMO-LUMO gap, eV: 9.195
Energy above the lowest of the compared OMol25 structures with the same formula, charge and spin, kcal per mole: 101.1
LUMO, eV: 0.0
Highest occupied orbital energy, eV: -9.156
E_tot, eV: -31747.381



(2)
# C5H32N3O9

10 unconnected molecules or ions with the total composition C5H32N3O9 in a non-equilibrium geometry (the ωB97M-V functional and the def2-TZVPD basis, the Open Molecules 2025 dataset).

The geometry in ORCA input format:
```
! RIJCOSX wB97M-V def2-TZVPD def2/J DEFGRID3
* xyz 1 1
O 0.51179 3.41508 -2.21505
O 0.95214 2.17118 3.06278
O 1.46243 -1.01022 -2.97564
O 1.78542 3.54098 0.04912
O -2.63316 -2.34671 2.40563
O -2.73128 0.94418 2.00766
O -0.80020 -2.45757 -2.61252
O -1.53191 -3.91629 -0.03019
O 3.25049 2.12450 -2.21739
N -0.40152 1.42502 0.75517
N 1.25993 -0.99647 2.52434
N -1.37656 1.23093 -2.02216
C -0.79418 0.15612 0.08118
C 0.99737 -1.27204 1.09209
C -0.56123 -1.02054 0.93624
C 1.29032 -2.74847 0.74383
C -1.43420 0.22057 -1.10288
H 0.11967 -2.11568 -2.72624
H 1.83178 2.37823 2.75589
H -1.23809 1.76638 1.28758
H 0.51365 -3.41683 1.08630
H 1.58182 -0.61200 0.44446
H -2.13152 -2.74051 1.68016
H -2.28260 -4.42829 -0.36375
H -1.01731 -1.97552 0.68564
H -1.12236 -3.51927 -0.80855
H 2.23707 -3.12097 1.16852
H -3.49653 1.39009 1.62188
H -3.00155 0.06563 2.35777
H 0.24891 1.17460 1.51142
H 3.82416 1.53132 -2.68903
H 2.23906 -1.17434 2.74156
H 1.50233 -2.84556 -0.31189
H -1.93483 -0.68974 -1.42119
H 1.04779 -0.13267 -2.93558
H 1.43422 3.14990 -2.31190
H 2.09886 -1.05085 -2.27306
H 2.41249 3.91890 0.69943
H -0.90205 -0.80516 1.96044
H 0.75492 -1.64787 3.12084
H -0.98248 -3.29252 -3.05734
H -2.06095 1.18495 -2.75338
H 0.00915 2.14647 0.16296
H -0.60461 1.88244 -1.99826
H 1.03039 1.45730 3.70285
H -3.22044 -2.97372 2.80895
H 0.46825 4.03508 -2.94801
H 1.51730 4.30466 -0.50252
H 3.84119 2.47657 -1.55662
*
```

Computed properties:
HOMO-LUMO gap, eV: 8.196
Energy above the lowest of the compared OMol25 structures with the same formula, charge and spin, kcal per mole: 53.5
LUMO, eV: -2.5
Highest occupied orbital energy, eV: -10.745
E_tot, eV: -28596.856